104
Properties=species:S:1:pos:R:3:forces:R:3:lowdin_charge:R:1 method="wB97M-V/def2-TZVPD" e_lumo_ev=1.399 max_force_ev_per_a=1.49 charge=-1 e_tot_ha=-5076.73478 e_homo_ev=-5.1
C 4.052172 -7.843468 -2.002346 -0.1 -0.2 0.0 0.1637
C 3.585167 -6.747934 -2.125812 0.3 -0.1 0.4 -0.0419
C 3.138143 -5.425991 -1.902373 -0.2 0.0 -0.3 -0.0720
C 3.932842 -4.358900 -2.015924 0.2 0.2 0.2 -0.1720
O 5.242329 -4.428755 -2.367392 -0.1 -0.1 -0.1 -0.0347
C 6.111810 -4.470485 -1.212456 0.0 0.2 -0.2 -0.1965
C 6.674075 -3.096134 -0.882466 0.0 0.2 0.1 -0.0544
C 3.338859 -3.017614 -1.721545 -0.1 -0.1 0.2 -0.3103
O 3.640072 -2.027133 -2.348402 0.5 -0.1 0.2 0.0173
C 2.322728 -3.022499 -0.624799 0.4 0.0 0.1 -0.1829
C 2.189906 -1.993336 0.291056 0.5 0.2 -0.6 -0.5999
I 3.371479 -0.254454 0.219203 -0.2 -0.1 0.1 1.0205
C 1.242826 -2.099675 1.281323 0.1 1.1 0.7 -0.2285
C 0.402059 -3.175804 1.366657 -0.3 -0.3 0.1 -0.5956
I -0.984740 -3.134981 2.932600 0.0 0.0 0.0 0.9856
C 0.501501 -4.231461 0.469573 -0.4 -0.3 0.0 -0.0933
C -0.433682 -5.449010 0.583071 -1.0 -1.1 0.1 -0.7186
O 0.089358 -6.577590 0.512579 0.3 0.7 0.2 -0.0228
O -1.641970 -5.157961 0.760512 0.8 0.2 -0.3 -0.1252
C 1.481234 -4.129790 -0.506782 0.1 -0.6 -0.2 -0.0480
C 1.691651 -5.223662 -1.525191 0.0 0.3 0.4 -0.2804
O 0.822306 -5.854580 -2.051995 -0.1 0.0 -0.3 0.1666
H 4.401869 -8.820768 -1.797815 0.1 -0.2 -0.2 0.0294
H 6.911638 -5.155238 -1.479364 0.0 -0.1 0.0 0.1175
H 5.552619 -4.903536 -0.385642 0.0 0.0 0.1 0.1262
H 7.650793 -2.948849 -1.337668 0.1 0.0 0.0 0.0706
H 6.031405 -2.298983 -1.248903 -0.2 0.0 0.0 0.0568
H 6.765954 -2.955358 0.192977 0.1 -0.1 0.1 0.0766
H 1.157608 -1.290480 1.994120 0.0 0.0 0.1 0.0421
C 4.974672 1.261407 -4.420833 -0.1 0.0 0.1 -0.2098
C 3.655703 1.776899 -5.008031 0.2 0.0 -0.1 -0.2067
C 2.931140 2.552220 -3.906148 -0.1 -0.1 -0.3 -0.2247
S 4.209121 3.179488 -2.814736 -0.1 -0.2 -0.6 0.6546
O 4.034490 2.509258 -1.554564 0.2 0.3 0.5 -0.3932
O 4.300946 4.615593 -2.918210 0.0 0.0 0.3 -0.3336
C 5.595519 2.434665 -3.670193 0.1 -0.2 -0.1 -0.2279
H 5.642175 0.879519 -5.192259 0.0 0.0 0.0 0.1163
H 4.768397 0.448192 -3.719523 0.0 0.0 0.0 0.1133
H 3.861782 2.441791 -5.849758 0.0 0.0 0.0 0.1207
H 3.044015 0.956340 -5.374708 0.0 0.1 -0.1 0.0857
H 2.348451 3.380733 -4.298763 0.0 0.1 0.1 0.1052
H 2.291833 1.902011 -3.314107 0.0 0.1 0.1 0.0835
H 6.351885 2.131389 -2.949681 -0.1 0.1 0.1 0.1064
H 6.002781 3.183305 -4.349486 0.0 0.0 0.0 0.1035
C -1.981515 1.147635 4.436785 0.0 -0.1 0.0 -0.2167
C -1.739515 0.915929 5.932702 0.0 0.0 0.0 -0.2011
C -0.283390 0.455470 6.095163 -0.3 -0.1 0.3 -0.2160
S 0.619844 1.179878 4.721651 -0.3 0.2 0.0 0.6636
O 1.082436 0.120638 3.862316 0.3 0.0 0.0 -0.3459
O 1.517900 2.197227 5.215245 0.2 -0.2 -0.1 -0.3318
C -0.787767 1.952736 3.941498 -0.2 -0.1 0.2 -0.2421
H -2.914260 1.671077 4.254514 0.0 0.0 0.0 0.0847
H -2.026820 0.186969 3.917906 0.0 0.0 0.0 0.1059
H -1.895191 1.850468 6.476428 0.0 0.0 0.0 0.1183
H -2.431353 0.181079 6.341558 0.0 0.0 0.0 0.1151
H 0.158374 0.798249 7.027696 0.1 0.0 -0.1 0.0975
H -0.191878 -0.626725 6.016863 0.1 0.0 -0.1 0.0993
H -0.663587 1.923549 2.864573 0.2 -0.1 0.0 0.0819
H -0.833897 2.982268 4.286816 0.0 0.0 0.0 0.0971
C -1.927768 5.591475 -0.004419 0.1 -0.1 0.0 -0.2173
C -1.511291 4.255338 -0.633152 -0.1 0.1 0.0 -0.2039
C -1.719520 3.165569 0.425031 0.2 0.0 -0.3 -0.2057
S -3.044771 3.749012 1.491154 0.1 0.1 -0.4 0.6874
O -2.519014 3.979926 2.813474 -0.3 0.0 0.0 -0.3077
O -4.224041 2.939403 1.286532 0.1 0.1 0.2 -0.3285
C -3.265588 5.329494 0.680597 0.1 0.3 -0.2 -0.2294
H -2.010265 6.381174 -0.749676 0.0 0.0 0.0 0.1145
H -1.185070 5.900776 0.734069 0.0 0.0 0.0 0.1211
H -2.140022 4.050472 -1.502080 0.0 0.0 0.0 0.1180
H -0.477865 4.273883 -0.974730 0.0 0.0 0.0 0.1179
H -2.013442 2.215213 -0.013651 0.0 -0.1 0.2 0.1110
H -0.832915 3.030388 1.039526 0.0 0.0 0.1 0.0945
H -3.532571 6.081122 1.420123 0.0 -0.1 0.1 0.1066
H -4.068126 5.217188 -0.048187 0.0 -0.1 0.0 0.1067
C -0.495807 -2.511545 -3.919673 0.1 0.0 0.0 -0.1944
C 0.672448 -2.059240 -3.033400 -0.2 0.0 -0.3 -0.1839
C 1.615482 -1.223844 -3.908570 -0.2 0.0 0.1 -0.2193
S 0.587038 -0.491977 -5.193502 -0.2 -0.4 0.6 0.6683
O 0.984540 -1.032634 -6.470831 0.1 0.3 -0.2 -0.3235
O 0.485056 0.934265 -4.979053 0.0 0.2 -0.3 -0.3386
C -0.942594 -1.271136 -4.690840 -0.2 -0.3 0.1 -0.2298
H -1.310264 -2.929290 -3.330491 0.0 0.0 0.0 0.1243
H -0.155086 -3.279974 -4.617007 0.0 0.0 0.0 0.1242
H 0.292945 -1.447780 -2.212049 0.0 0.0 0.1 0.1349
H 1.195910 -2.904965 -2.593115 -0.4 0.2 -0.3 0.0819
H 2.100462 -0.432090 -3.341890 0.0 0.0 -0.1 0.0817
H 2.366457 -1.842393 -4.396654 0.0 0.1 -0.1 0.1092
H -1.542020 -1.495713 -5.570267 0.1 0.1 -0.1 0.1048
H -1.471358 -0.572124 -4.043325 0.0 0.1 0.0 0.1051
C -7.850490 1.969545 2.722621 0.0 -0.1 0.1 -0.2171
C -8.680763 1.456845 3.907635 0.0 0.0 -0.1 -0.2192
C -7.722508 0.726465 4.854962 -0.4 0.0 0.0 -0.2211
S -6.109331 1.487529 4.617822 -0.2 0.3 -0.1 0.6590
O -5.221457 0.503178 4.057917 0.1 0.0 0.1 -0.3078
O -5.751256 2.233639 5.799745 0.2 -0.1 0.0 -0.3303
C -6.608728 2.618125 3.326719 -0.1 0.1 -0.3 -0.2287
H -8.411748 2.676797 2.113135 0.0 0.0 0.0 0.1130
H -7.558140 1.132297 2.085170 0.0 0.0 0.0 0.1224
H -9.136244 2.303978 4.425387 0.0 0.0 0.0 0.1131
H -9.487301 0.799876 3.583504 0.0 0.0 0.0 0.1106
H -8.013239 0.832688 5.897020 0.1 0.0 0.0 0.0992
H -7.630130 -0.328035 4.602088 0.1 0.0 0.0 0.1041
H -5.794502 2.748982 2.609544 -0.1 -0.1 0.3 0.0637
H -6.850415 3.570808 3.799422 0.0 0.0 0.1 0.1101


35
Properties=species:S:1:pos:R:3:forces:R:3:nbo_charge:R:1 method="wB97M-V/def2-TZVPD" e_lumo_ev=0.095 max_force_ev_per_a=1.61 e_above_lowest_ev=0.974 e_tot_ha=-949.48805 e_homo_ev=-8.3
C 0.146373 -6.048946 3.670718 -0.3 0.2 -0.2 -0.6546
C 0.217816 -4.641297 3.205070 0.8 0.2 0.5 0.3133
C 1.113110 -3.641159 3.480907 -0.4 -0.6 -0.1 -0.3219
C 0.685930 -2.511345 2.760152 -0.9 -0.1 -0.6 -0.2389
C -0.451537 -2.893863 2.084188 1.3 0.5 0.8 0.1909
C -1.322247 -2.189508 1.201891 -0.7 0.4 -0.6 0.0164
N -1.118799 -0.963444 0.906048 0.5 -0.5 0.6 -0.2349
N -1.966606 -0.348064 0.064677 -0.9 -0.6 -0.4 -0.4374
C -1.836302 0.956667 -0.310281 0.2 0.1 0.1 0.6589
O -2.606826 1.462470 -1.090286 0.0 0.1 0.0 -0.5753
C -0.661072 1.692658 0.334048 0.0 -0.1 0.0 -0.3160
N -0.057241 2.593066 -0.600741 0.0 0.0 0.0 -0.3706
C -0.252902 3.936545 -0.722977 0.0 0.2 0.0 0.2359
N 0.387615 4.478207 -1.709446 -0.1 0.6 0.0 -0.4515
C 1.049946 3.443991 -2.323608 -0.1 -0.7 0.3 0.0704
C 1.884917 3.435456 -3.435177 -0.1 0.0 0.1 -0.1940
C 2.413009 2.224257 -3.829524 0.1 0.1 -0.1 -0.2344
C 2.129343 1.040223 -3.145234 0.0 -0.1 0.0 -0.2013
C 1.305217 1.024160 -2.037959 -0.1 -0.1 0.1 -0.2750
C 0.771028 2.238245 -1.637643 0.3 0.4 -0.5 0.1643
H 1.084929 0.105780 -1.512821 0.0 -0.1 0.0 0.2132
H 2.564948 0.115306 -3.493953 0.0 -0.1 0.0 0.2099
H 3.063233 2.182964 -4.691084 0.0 0.0 -0.1 0.2116
H 2.102055 4.349969 -3.963043 0.0 0.1 -0.1 0.2232
H -0.878339 4.480107 -0.040515 -0.2 0.0 0.2 0.1956
H 0.068882 0.961959 0.691716 -0.1 0.3 0.0 0.2465
H -1.044913 2.262411 1.185857 0.1 -0.1 0.0 0.2392
H -2.750656 -0.866746 -0.341131 0.2 0.2 0.1 0.3816
H -2.166713 -2.758497 0.799453 0.0 0.1 0.0 0.1747
O -0.728771 -4.193895 2.361426 -0.3 -0.1 -0.2 -0.3940
H 1.138358 -1.542548 2.730185 0.1 0.2 0.0 0.2335
H 1.968767 -3.712166 4.120602 0.2 -0.1 0.1 0.2302
H 0.983811 -6.262507 4.327371 0.0 0.0 0.0 0.2318
H 0.172574 -6.730556 2.821420 0.0 -0.1 0.0 0.2296
H -0.784761 -6.223544 4.208750 0.0 -0.1 0.1 0.2293